[1]
A cluster of 7 separate species, C18H34N4O4 in total in a non-equilibrium geometry. Source: OMol25; level of theory: ωB97M-V with the def2-TZVPD basis set.

XYZ file:
```
60
Properties=species:S:1:pos:R:3:mulliken_charge:R:1
C 13.708 -0.888 -31.945 0.14
O 14.275 -1.872 -31.558 -0.56
N 12.371 -0.661 -31.858 0.25
C 11.747 0.463 -32.509 -0.80
C 11.508 -1.693 -31.343 -0.93
H 14.242 -0.029 -32.383 0.27
H 11.152 0.145 -33.378 0.33
H 12.511 1.145 -32.875 0.27
H 11.073 0.997 -31.835 0.22
H 10.726 -1.243 -30.736 0.27
H 11.054 -2.260 -32.164 0.41
H 12.097 -2.375 -30.740 0.15
C 13.860 2.391 -23.539 -1.36
C 13.553 2.195 -25.007 0.50
O 14.426 2.240 -25.839 -0.56
C 12.108 2.011 -25.410 0.49
H 13.434 1.596 -22.927 0.35
H 13.441 3.346 -23.212 0.32
H 14.939 2.427 -23.398 0.39
H 11.424 1.965 -24.564 0.22
H 12.060 0.982 -25.805 -0.02
H 11.722 2.687 -26.163 -0.37
C 15.749 -3.606 -28.221 -0.85
C 15.031 -3.539 -26.908 0.87
O 14.281 -4.414 -26.555 -0.58
C 15.288 -2.321 -26.055 -1.17
H 16.738 -3.145 -28.179 0.34
H 15.163 -3.057 -28.965 0.09
H 15.860 -4.641 -28.537 0.33
H 16.237 -2.477 -25.534 0.41
H 14.494 -2.208 -25.320 0.29
H 15.360 -1.431 -26.672 0.30
C 6.536 2.634 -24.606 -1.20
C 7.458 2.717 -25.791 0.47
O 7.049 2.813 -26.924 -0.58
C 8.932 2.622 -25.516 -0.32
H 5.516 2.426 -24.910 0.34
H 6.581 3.568 -24.040 0.29
H 6.873 1.842 -23.928 0.35
H 9.467 3.308 -26.178 0.26
H 9.264 1.600 -25.709 0.02
H 9.211 2.897 -24.498 0.42
C 11.246 -3.309 -27.456 -0.47
C 10.547 -2.269 -26.713 0.43
N 10.045 -1.395 -26.146 -0.46
H 11.487 -4.145 -26.807 0.35
H 12.179 -2.869 -27.809 -0.17
H 10.654 -3.598 -28.321 0.30
C 13.436 4.635 -28.312 -0.83
C 12.032 4.285 -28.218 0.48
N 10.914 4.017 -28.141 -0.48
H 13.513 5.567 -28.880 0.35
H 13.969 3.871 -28.871 0.25
H 13.855 4.775 -27.323 0.23
C 10.593 0.608 -28.674 -0.18
C 11.914 0.028 -28.502 0.44
N 12.975 -0.379 -28.328 -0.41
H 9.822 -0.123 -28.891 0.42
H 10.611 1.408 -29.410 0.26
H 10.338 1.062 -27.713 -0.53
```

energy above the lowest of the compared OMol25 structures with the same formula, charge and spin	0.5183	eV
E_LUMO	0.49	eV
structure (SMILES)	CN(C)C=O.CC(C)=O.CC(C)=O.CC(C)=O.CC#N.CC#N.CC#N

[2]
The molecule C2H2O2S in a non-equilibrium geometry. Source: OMol25; level of theory: ωB97M-V with the def2-TZVPD basis set.

XYZ file:
```
7
Properties=species:S:1:pos:R:3:mulliken_charge:R:1
C 0.249 0.448 0.270 0.34
C -1.230 0.189 -0.252 0.18
O 0.355 1.515 0.803 -0.35
O -1.912 -0.541 0.413 -0.38
S 2.166 -0.529 0.120 -0.26
H -1.429 0.822 -1.112 0.32
H 1.802 -1.904 -0.242 0.16
```

energy above the lowest of the compared OMol25 structures with the same formula, charge and spin	1.8355	eV
E_LUMO	-0.41	eV
structure (SMILES)	O=CC(=O)S

[3]
A structure of composition C30H19AsClF5O6PS2Ti. Source: OMol25; level of theory: ωB97M-V with the def2-TZVPD basis set.

XYZ file:
```
66
Properties=species:S:1:pos:R:3:mulliken_charge:R:1
Ti -2.264 -0.303 -0.306 0.68
Cl -2.067 0.393 2.140 -0.26
C -0.761 -0.403 3.026 0.81
C -1.156 -1.178 4.103 -0.72
C -0.201 -1.846 4.849 -0.53
C 1.139 -1.728 4.511 -0.75
C 1.513 -0.947 3.429 -0.11
C 0.572 -0.265 2.656 -0.51
P 1.042 0.740 1.182 1.46
C 1.389 2.361 1.972 0.14
C 1.841 3.381 1.129 -0.36
C 2.095 4.648 1.625 -0.71
C 1.876 4.927 2.970 -0.51
C 1.411 3.928 3.809 -0.73
C 1.174 2.650 3.315 -0.47
C 2.738 0.094 0.894 -0.35
C 3.918 0.770 1.199 -0.20
C 5.150 0.210 0.888 -0.68
C 5.219 -1.034 0.277 -0.60
C 4.048 -1.718 -0.023 -0.71
C 2.818 -1.154 0.277 0.06
H -2.209 -1.260 4.337 0.48
H -0.505 -2.461 5.686 0.36
H 1.895 -2.248 5.086 0.39
H 2.560 -0.864 3.168 0.45
H 1.993 3.164 0.078 0.54
H 2.453 5.424 0.960 0.41
H 2.062 5.921 3.357 0.37
H 1.232 4.139 4.856 0.40
H 0.820 1.875 3.984 0.37
H 3.876 1.737 1.682 0.35
H 6.059 0.748 1.128 0.41
H 6.180 -1.470 0.035 0.37
H 4.090 -2.688 -0.503 0.45
H 1.905 -1.688 0.042 0.41
O 0.846 2.337 -1.943 -0.52
As -0.428 1.232 -2.504 1.09
O -0.996 1.721 -3.944 -0.80
O -1.510 1.219 -1.210 -0.53
C 0.691 -0.360 -2.680 0.03
C 1.840 -0.033 -3.401 -0.78
C 2.768 -0.986 -3.780 -0.79
C 2.548 -2.314 -3.459 -0.56
C 1.413 -2.663 -2.748 -0.31
C 0.486 -1.705 -2.346 0.06
S -0.842 -2.378 -1.336 1.74
O -0.640 -3.796 -1.302 -0.76
O -2.143 -1.940 -1.871 -0.65
O -0.681 -1.720 -0.002 -0.43
H 0.457 3.219 -1.902 0.30
H 2.000 1.002 -3.673 0.50
H 3.651 -0.690 -4.332 0.39
H 3.254 -3.079 -3.756 0.42
H 1.224 -3.692 -2.480 0.53
F -8.195 -1.176 -4.569 -0.32
C -7.364 -0.981 -3.535 0.64
C -6.050 -0.613 -3.747 -0.27
F -5.606 -0.451 -5.000 -0.31
C -5.199 -0.417 -2.671 0.30
F -3.945 -0.065 -2.961 -0.20
C -5.610 -0.573 -1.349 0.36
S -4.592 -0.236 0.060 -0.53
C -6.944 -0.944 -1.181 0.17
F -7.443 -1.120 0.052 -0.34
C -7.810 -1.146 -2.237 0.14
F -9.086 -1.506 -2.015 -0.31
```

energy above the lowest of the compared OMol25 structures with the same formula, charge and spin	2.1766	eV
E_LUMO (spin up / spin down)	2.31 / 2.31	eV
total charge	-1

[4]
A cluster of 2 separate species, CH7N2O2P in total in a non-equilibrium geometry. Source: OMol25; level of theory: ωB97M-V with the def2-TZVPD basis set.

XYZ file:
```
13
Properties=species:S:1:pos:R:3:mulliken_charge:R:1
C 1.063 -1.776 -0.225 -1.04
N 1.246 1.533 -0.070 -0.31
N 0.270 0.657 -0.380 -0.08
O -1.735 1.687 0.897 -0.41
O -1.877 -0.498 -0.341 -0.43
P -0.894 0.241 0.744 0.19
H 0.261 -1.931 0.470 0.35
H 0.806 -2.194 -1.102 0.36
H 2.049 -1.939 0.092 0.33
H 1.812 1.966 -0.750 0.21
H 1.220 2.011 0.795 0.21
H -2.660 1.502 0.562 0.30
H -1.561 -1.258 -0.692 0.32
```

energy above the lowest of the compared OMol25 structures with the same formula, charge and spin	5.0509	eV
E_LUMO (spin up / spin down)	0.20 / 0.40	eV

[5]
A structure of composition C26H43Cl2N4O6PS2SeSn. Source: OMol25; level of theory: ωB97M-V with the def2-TZVPD basis set.

XYZ file:
```
86
Properties=species:S:1:pos:R:3:mulliken_charge:R:1
Sn 0.378 1.442 1.503 0.29
O -4.930 0.953 3.253 -0.55
C -3.821 0.651 2.526 0.55
O -3.088 1.494 2.096 -0.44
C -3.751 -0.832 2.233 -0.74
O -2.456 -1.227 1.886 -0.13
C -1.695 -1.864 2.899 0.60
C -1.602 -1.167 4.270 0.81
O -0.698 -1.640 5.018 -1.00
O -2.404 -0.264 4.539 -0.63
H -4.886 1.911 3.386 0.38
H -4.401 -1.015 1.367 0.43
H -4.149 -1.376 3.091 0.46
H -0.691 -1.954 2.488 -0.93
H -2.083 -2.880 3.077 0.20
Cl 1.605 1.900 5.498 -0.20
C -0.122 1.522 5.606 0.70
Cl -0.887 2.362 6.984 -0.26
H -0.248 0.455 5.750 -0.12
H -0.606 1.853 4.696 -0.15
S 2.762 -1.538 2.496 -0.14
C 2.191 -2.976 3.045 0.11
N 1.240 -3.199 3.954 -0.05
C 0.714 -4.545 4.031 -0.58
C 1.874 -5.466 3.678 -0.56
S 2.798 -4.533 2.425 -0.17
H 0.626 -2.434 4.322 0.30
H -0.107 -4.674 3.315 0.21
H 0.325 -4.732 5.032 0.38
H 1.537 -6.418 3.271 0.36
H 2.514 -5.647 4.543 0.31
Se -0.677 3.988 0.719 -0.41
C 0.281 4.660 -0.772 -0.15
C 1.667 4.555 -0.908 -0.19
C 2.283 5.047 -2.046 -0.27
N 1.648 5.649 -3.057 -0.77
C 0.325 5.758 -2.916 -0.34
C -0.389 5.292 -1.827 -0.26
H 2.251 4.072 -0.137 0.42
H 3.360 4.946 -2.152 0.43
H -0.201 6.243 -3.735 0.34
H -1.466 5.400 -1.795 0.38
C 2.211 -1.966 -1.447 -1.96
C 0.685 -1.903 -1.608 2.40
C 0.278 -2.798 -2.782 -2.07
C 0.124 -2.486 -0.302 -1.65
P 0.165 -0.074 -1.694 1.11
N 0.308 0.571 -0.320 -0.30
C -1.630 -0.007 -2.313 2.52
C -2.195 1.377 -1.954 -1.70
C -1.854 -0.286 -3.803 -2.02
C -2.471 -1.004 -1.504 -2.22
C 1.257 0.788 -2.990 2.88
C 2.590 1.142 -2.309 -2.13
C 1.537 0.026 -4.290 -2.14
C 0.614 2.136 -3.346 -2.24
H 2.486 -2.984 -1.153 0.58
H 2.550 -1.295 -0.657 0.18
H 2.743 -1.734 -2.369 0.41
H 0.708 -3.794 -2.624 0.52
H 0.646 -2.431 -3.740 0.25
H -0.802 -2.922 -2.857 0.31
H 0.588 -3.464 -0.129 0.70
H -0.956 -2.619 -0.311 0.23
H 0.383 -1.834 0.531 -0.29
H -1.755 2.191 -2.525 0.31
H -2.045 1.598 -0.897 0.04
H -3.272 1.370 -2.158 0.59
H -1.418 0.479 -4.443 0.33
H -2.933 -0.292 -3.994 0.52
H -1.461 -1.255 -4.113 0.25
H -2.300 -0.889 -0.433 0.28
H -2.287 -2.041 -1.784 0.18
H -3.529 -0.796 -1.704 0.76
H 3.243 0.286 -2.170 0.36
H 2.412 1.594 -1.334 0.28
H 3.118 1.868 -2.936 0.55
H 2.134 -0.870 -4.126 0.31
H 2.112 0.681 -4.955 0.52
H 0.627 -0.260 -4.819 0.28
H 0.339 2.686 -2.447 0.12
H -0.264 2.036 -3.982 0.18
H 1.346 2.742 -3.888 0.83
O 4.797 2.431 0.766 -0.74
C 3.643 2.214 1.008 0.92
N 2.504 2.010 1.253 -0.84
```

energy above the lowest of the compared OMol25 structures with the same formula, charge and spin	0.0216	eV
E_LUMO	3.75	eV
total charge	-2

[6]
A cluster of 3 separate species, C13H32BN3O5 in total. Source: OMol25; level of theory: ωB97M-V with the def2-TZVPD basis set.

XYZ file:
```
54
Properties=species:S:1:pos:R:3:mulliken_charge:R:1
O -4.716 -1.332 -0.196 -0.61
C -4.784 -0.329 -0.868 0.12
N -5.090 0.932 -0.367 -0.34
C -4.488 1.957 -1.231 -0.08
C -4.459 1.294 -2.628 -0.89
C -4.524 -0.223 -2.361 0.50
C -3.349 -1.115 -2.802 -0.92
B -1.921 -0.527 -2.446 0.24
O -1.258 -1.047 -1.338 -0.41
O -1.245 0.396 -3.214 -0.58
H -4.832 0.993 0.610 0.28
H -5.078 2.871 -1.245 0.36
H -3.473 2.186 -0.891 -0.05
H -3.586 1.632 -3.178 0.37
H -5.349 1.592 -3.180 0.32
H -5.429 -0.602 -2.846 0.40
H -3.453 -2.075 -2.295 0.32
H -3.423 -1.280 -3.879 0.30
H -1.795 -1.017 -0.538 0.27
H -1.341 1.311 -2.936 0.31
C -0.435 3.256 1.405 -1.67
C 0.107 1.902 0.959 0.34
C 1.598 1.689 1.244 -0.19
O 2.469 2.404 0.387 -0.41
C 2.732 3.740 0.760 -0.68
N -0.224 1.680 -0.450 -0.36
H -0.135 4.048 0.718 0.33
H -1.525 3.238 1.421 0.33
H -0.081 3.517 2.404 0.39
H -0.417 1.130 1.536 0.25
H 1.828 0.634 1.085 -0.15
H 1.829 1.921 2.293 0.55
H 2.784 3.846 1.848 0.32
H 1.980 4.434 0.374 0.22
H 3.698 4.013 0.336 0.27
H 0.010 0.728 -0.720 0.25
H 0.398 2.263 -1.007 0.31
C 3.901 -4.486 1.305 -1.41
C 4.474 -3.075 1.370 0.36
C 3.600 -2.080 2.143 -0.84
O 2.445 -1.648 1.450 -0.15
C 1.323 -2.506 1.527 -0.61
N 4.787 -2.622 0.015 -0.72
H 3.090 -4.552 0.579 0.29
H 4.673 -5.187 0.989 0.35
H 3.519 -4.808 2.275 0.34
H 5.421 -3.128 1.919 0.39
H 4.187 -1.174 2.315 0.31
H 3.319 -2.486 3.124 0.41
H 1.265 -2.997 2.504 0.35
H 1.334 -3.269 0.745 0.20
H 0.433 -1.892 1.387 0.11
H 5.292 -1.742 0.052 0.27
H 3.916 -2.409 -0.463 0.30
```

E_LUMO	0.56	eV
structure (SMILES)	O=C1NCC[C@H]1CB(O)O.COC[C@@H](C)N.COC[C@@H](C)N